1.
The following is a DFT calculation (the ωB97M-V functional and the def2-TZVPD basis) of a structure of composition C3H6N4S in a non-equilibrium geometry.

Structure (XYZ):
```
14
Properties=species:S:1:pos:R:3:mulliken_charge:R:1
C -0.1773 -0.0310 2.6919 -0.5877
C 0.6237 0.7164 -1.6846 -0.4350
C 0.4482 -0.3138 -0.6307 0.0598
H 0.8665 -0.5052 2.2743 0.2871
H -0.0018 0.9528 3.4757 0.2609
H -0.8030 -1.2332 3.1582 0.2402
H -1.2049 -0.9592 1.1829 0.3060
H -1.1808 2.4130 0.2813 0.3557
H 1.0967 0.6075 -2.5951 0.5179
N -1.0814 0.0789 1.3711 -0.7207
N -0.3860 0.4084 0.2221 0.5928
N -0.3992 1.7036 -0.2677 0.0604
N -0.0212 1.9017 -1.3829 -0.5668
S 0.5671 -2.0096 -0.6022 -0.3707
```

Results
**Energy**: -19997.55400 eV
**Spin multiplicity**: 1
**E_HOMO**: -7.9 eV
**LUMO energy**: 0.27 eV
**Energy above the lowest of the compared OMol25 structures with the same formula, charge and spin**: 156.40 kcal per mole
**HOMO-LUMO gap**: 0.2999 Ha



2.
The following is a DFT calculation (the ωB97M-V functional and the def2-TZVPD basis) of a structure of composition C3H6N4S in a non-equilibrium geometry.

Structure (XYZ):
```
14
Properties=species:S:1:pos:R:3:mulliken_charge:R:1
C -1.7701 -0.4805 0.4151 -0.2742
C -1.3431 0.5759 -0.3750 -0.3489
C 0.0965 0.1261 -0.3974 0.4441
H 2.6466 -0.3074 0.7066 0.3486
H 1.0784 0.3641 2.0488 0.2543
H -1.1181 -2.4048 0.7610 0.3503
H -2.8704 -0.9466 0.3178 0.2288
H -2.1231 1.1026 -1.0135 0.2969
H 2.4858 2.3348 -2.1212 0.1548
N 1.4334 -0.7134 1.4080 -0.7428
N 0.3163 -0.8618 0.4991 0.3531
N -0.9193 -1.3238 1.0462 -0.3478
N 1.1233 0.6008 -1.1038 -0.4949
S 0.9638 1.9340 -2.1915 -0.2223
```

Results
**Energy**: -19996.17766 eV
**Spin multiplicity**: 1
**E_HOMO**: -7.6 eV
**LUMO energy**: 0.36 eV
**Energy above the lowest of the compared OMol25 structures with the same formula, charge and spin**: 188.14 kcal per mole
**HOMO-LUMO gap**: 0.2930 Ha



3.
The following is a DFT calculation (the ωB97M-V functional and the def2-TZVPD basis) of the molecule C3H6N4S in a non-equilibrium geometry.

Structure (XYZ):
```
14
Properties=species:S:1:pos:R:3:mulliken_charge:R:1
C 1.0942 -1.8438 2.0227 -0.7362
N 0.1990 -1.4968 0.9052 0.6996
N -0.3554 -2.2200 -0.0681 -0.7267
C -0.5676 -1.3882 -1.1090 -0.4748
C -0.3464 -0.1328 -0.5762 0.5952
N -0.5153 1.1605 -1.1841 -0.3477
S 0.0585 2.6775 -0.4507 -0.1590
N 0.1874 -0.0871 0.6064 -0.5744
H 2.0449 -1.5923 1.9981 0.3811
H 0.6108 -1.5780 2.9757 0.2699
H 1.1991 -3.0277 2.1165 0.2527
H -0.7928 -1.8020 -2.0469 0.4103
H -0.6804 1.1564 -2.2596 0.2481
H -1.0087 2.6967 0.5869 0.1620
```

Results
**Energy**: -20000.67840 eV
**Spin multiplicity**: 1
**E_HOMO**: -8.4 eV
**LUMO energy**: 0.74 eV
**Energy above the lowest of the compared OMol25 structures with the same formula, charge and spin**: 84.35 kcal per mole
**SMILES**: Cn1ncc(NS)n1
**HOMO-LUMO gap**: 0.3358 Ha



4.
The following is a DFT calculation (the ωB97M-V functional and the def2-TZVPD basis) of the ion C3H6N5S with charge +1 in a non-equilibrium geometry.

Structure (XYZ):
```
15
Properties=species:S:1:pos:R:3:mulliken_charge:R:1
N -0.5592 1.9079 1.6088 -0.3386
C 0.0413 0.9513 0.9036 0.5194
N 1.3124 0.6362 1.1583 -0.2976
C -0.6654 0.2799 -0.1057 0.2911
N -1.8654 0.4718 -0.4984 -0.4264
S -2.5242 -0.4279 -1.6334 0.2639
N -1.2844 -1.4678 -1.9882 -0.4754
C -0.1920 -1.3693 -1.3857 0.5330
N 0.9512 -2.0022 -1.4325 -0.2735
H -1.5268 2.1212 1.4221 0.2604
H -0.0817 2.4136 2.3377 0.2037
H 1.7833 -0.0611 0.6107 0.1020
H 1.8348 1.1218 1.8675 0.2262
H 1.7132 -1.7788 -0.8175 0.1485
H 1.0630 -2.7966 -2.0472 0.2632
```

Results
**Energy**: -21485.91605 eV
**Spin multiplicity**: 1
**E_HOMO (alpha / beta)**: -12.4 / -12.4 eV
**LUMO energy (alpha / beta)**: -4.73 / -4.73 eV
**Net charge**: +1
**Energy above the lowest of the compared OMol25 structures with the same formula, charge and spin**: 0.00 kcal per mole
**SMILES**: NC(N)=C=NSN=C=[NH2+]
**HOMO-LUMO gap (alpha / beta)**: 0.2825 / 0.2825 Ha



5.
The following is a DFT calculation (the ωB97M-V functional and the def2-TZVPD basis) of the molecule C3H6N6 in a non-equilibrium geometry.

Structure (XYZ):
```
15
Properties=species:S:1:pos:R:3:mulliken_charge:R:1
H 4.0911 -1.2325 0.1134 0.2737
N 3.8142 -0.2635 0.0316 -0.6073
C 2.5803 -0.2244 -0.1701 0.0788
N 1.7482 0.8330 -0.0392 -0.6292
C 0.4547 0.5806 -0.1859 0.5747
N -0.2156 -0.6415 -0.3187 -0.5039
C -1.4924 -0.2566 -0.1102 0.3543
N -2.4780 -1.1487 0.0542 -0.4716
N -1.7250 1.0540 -0.1588 -0.1316
N -0.5046 1.7616 -0.0338 -0.4227
H 1.9491 -1.0771 -0.1554 0.3251
H -3.0647 -0.7796 0.8242 0.2715
H -2.3223 -2.2344 0.0471 0.3007
H -2.4419 1.3461 -0.8927 0.2774
H -0.3930 2.2830 0.9944 0.3101
```

Results
**Energy**: -12146.29444 eV
**Spin multiplicity**: 1
**E_HOMO**: -8.4 eV
**LUMO energy**: 0.26 eV
**Energy above the lowest of the compared OMol25 structures with the same formula, charge and spin**: 101.45 kcal per mole
**SMILES**: [H]/N=C/N=c1\nc(N)[nH][nH]1
**HOMO-LUMO gap**: 0.3197 Ha



6.
The following is a DFT calculation (the ωB97M-V functional and the def2-TZVPD basis) of a cluster of 2 separate species, C3H6N6 in total in a non-equilibrium geometry.

Structure (XYZ):
```
15
Properties=species:S:1:pos:R:3:mulliken_charge:R:1
C -2.1369 -0.0210 0.6071 -0.5865
C -1.5897 -0.9593 -0.4266 -0.4713
C -0.6443 -0.3692 0.5588 -0.2132
N 2.6962 -1.6090 0.0904 -0.5106
N 0.5622 2.5775 -0.7996 -0.6733
N 2.9008 -0.5390 -0.2261 0.9306
N 0.3320 1.6299 -0.2650 0.7678
N 3.0830 0.5096 -0.6815 -0.7161
N 0.3224 0.5886 0.2646 -0.3756
H -2.5162 0.8862 0.2802 0.3229
H -2.8298 -0.5607 1.4249 0.1975
H -1.8869 -2.0587 -0.3937 0.2284
H -1.5944 -0.5353 -1.4133 0.2676
H -0.2069 -0.9406 1.2319 0.5287
H 3.5085 1.4011 -0.2521 0.3029
```

Results
**Energy**: -12142.67958 eV
**Spin multiplicity**: 1
**E_HOMO**: -9.1 eV
**LUMO energy**: 1.05 eV
**Energy above the lowest of the compared OMol25 structures with the same formula, charge and spin**: 184.81 kcal per mole
**HOMO-LUMO gap**: 0.3718 Ha



7.
The following is a DFT calculation (the ωB97M-V functional and the def2-TZVPD basis) of the molecule C3H6N6O5 in a non-equilibrium geometry.

Structure (XYZ):
```
20
Properties=species:S:1:pos:R:3:mulliken_charge:R:1
C 0.9855 -0.9702 0.5509 -0.6079
C -1.2686 0.0732 1.0934 -0.5938
C 2.0133 -0.4469 -1.6074 0.1287
N 2.2603 0.5660 -2.1393 0.4283
N 1.6306 -1.3453 -0.6665 -0.1792
N -0.4846 -1.0413 0.6524 0.0533
N -1.1358 1.2011 0.1724 -0.6527
N -1.2057 -2.0481 -0.0598 1.1586
N -0.6921 2.2990 0.6158 1.1948
O 2.1573 1.5604 -2.8531 -0.6245
O -0.5275 -2.7806 -0.6661 -0.6627
O -2.3870 -2.1608 0.1033 -0.6806
O -0.1492 2.5016 1.7240 -0.6202
O -0.7176 3.3563 -0.1964 -0.4989
H 1.4399 -1.6366 1.3336 0.1875
H 1.1227 0.0814 0.7147 0.4247
H -2.2748 -0.2923 0.9773 0.3754
H -1.0675 0.3139 2.2066 0.4396
H -1.2341 3.1068 -1.1053 0.4461
H 1.5349 -2.3380 -0.8505 0.2834
```

Results
**Energy**: -22375.00758 eV
**Spin multiplicity**: 1
**E_HOMO**: -8.8 eV
**LUMO energy**: 0.06 eV
**Energy above the lowest of the compared OMol25 structures with the same formula, charge and spin**: 6.03 kcal per mole
**HOMO-LUMO gap**: 0.3256 Ha



8.
The following is a DFT calculation (the ωB97M-V functional and the def2-TZVPD basis) of the ion C3H6NO2 with charge -1 in a non-equilibrium geometry.

Structure (XYZ):
```
12
Properties=species:S:1:pos:R:3:mulliken_charge:R:1
C -1.6364 1.0272 -0.2859 -0.7300
C -0.1639 0.7973 -0.6254 0.2656
O 0.1826 1.2142 -1.7273 -0.5986
N 0.6044 0.1198 0.2752 -0.1648
C 0.4087 -1.4452 0.5410 -0.1545
O 0.8353 -1.6630 1.7749 -0.8736
H -2.0792 1.5406 -1.1363 0.2626
H -1.6577 1.7679 0.5141 0.1960
H -2.1382 0.0698 -0.0582 0.3038
H 1.3383 0.3391 0.9255 0.2503
H -0.6662 -1.6363 0.3190 0.0758
H 1.0367 -1.9820 -0.1701 0.1674
```

Results
**Energy**: -8792.65831 eV
**Spin multiplicity**: 1
**E_HOMO**: -2.9 eV
**LUMO energy**: 4.19 eV
**Net charge**: -1
**Energy above the lowest of the compared OMol25 structures with the same formula, charge and spin**: 59.00 kcal per mole
**SMILES**: CC(=O)NC[O-]
**HOMO-LUMO gap**: 0.2607 Ha